ORCA calculation (ωB97M-V/def2-TZVPD) on C29H48AsCl5FN6O4PdSSi3 as an isolated structure.

Calculated values
Total charge = +1
ΔE to the lowest compared entry with this formula, charge and spin = 151.0 kJ/mol
Multiplicity = 1
LUMO energy = -3.124 eV

XYZ file:
```
99
Properties=species:S:1:pos:R:3:forces:R:3
Pd 0.312331 0.187245 0.414511 0.0 -0.2 -0.1
Cl -2.147618 -0.576935 2.154204 -0.2 -0.1 0.0
C -0.736479 -0.304059 3.122163 0.2 0.1 -0.1
C 0.315741 0.387404 2.505115 -0.1 -0.1 0.2
C 1.210412 0.937845 3.421457 0.0 0.0 0.0
Cl 2.299198 2.243400 2.939858 0.0 0.0 0.0
C 1.242530 0.600150 4.778579 0.0 0.1 0.0
Cl 2.454797 1.234858 5.825045 0.0 0.0 0.0
C 0.279216 -0.260475 5.290025 0.0 0.0 0.1
Cl 0.321068 -0.745664 6.934316 0.0 0.0 0.0
C -0.762548 -0.668602 4.461097 -0.1 0.0 0.0
Cl -2.068912 -1.586823 5.089970 0.0 0.0 0.0
F -4.339229 -3.736441 4.275658 0.0 0.0 0.0
C -4.136541 -3.663155 2.957191 0.0 0.0 0.0
C -2.962036 -3.989666 2.417395 0.0 0.0 0.0
N -2.734078 -3.933963 1.057569 0.1 0.1 0.0
C -1.383714 -4.167771 0.554827 0.0 0.0 0.0
C -0.521040 -2.898893 0.662945 -0.1 0.0 -0.1
O 0.435634 -2.945842 1.471562 0.0 0.0 0.0
O -0.859556 -1.926656 -0.053830 0.1 0.0 0.2
C -3.721000 -3.543695 0.177227 -0.1 -0.3 0.0
O -3.584785 -3.538262 -1.028649 0.1 0.2 0.0
N -4.916088 -3.200304 0.778802 0.0 0.1 0.0
C -5.240837 -3.183333 2.136150 0.0 -0.1 0.0
O -6.322040 -2.819217 2.528612 0.0 0.0 0.0
H -2.129366 -4.309573 3.028714 0.0 0.0 0.0
H -1.462227 -4.464785 -0.488653 0.0 0.0 0.0
H -0.935224 -4.971466 1.133897 0.0 0.0 0.0
H -5.652584 -2.927604 0.143023 0.0 0.0 0.0
N -0.153923 4.594762 2.776292 0.0 0.0 0.0
C -1.601948 4.228897 2.965120 0.0 0.0 0.0
C -1.882111 2.952590 2.179031 0.0 0.0 0.0
N -1.472482 3.010053 0.789973 0.0 0.0 0.0
C -0.128983 3.517794 0.596177 0.0 0.0 0.1
C 0.149869 4.827908 1.320789 0.0 0.0 0.0
H 0.453185 3.825381 3.098294 0.0 0.0 0.0
H 0.082408 5.414649 3.333242 0.0 0.0 0.0
H -2.181611 5.078985 2.605039 0.0 0.0 0.0
H -1.779523 4.093940 4.030996 0.0 0.0 0.0
H -2.943757 2.720321 2.245726 0.0 0.0 0.0
H -1.346192 2.132218 2.663466 0.0 0.0 0.0
H -2.151639 3.459060 0.190171 0.0 0.0 0.0
H 0.068475 3.637469 -0.464811 0.0 0.0 0.0
H 0.587201 2.780291 0.976398 -0.1 0.0 -0.1
H -0.487035 5.648649 0.990825 0.0 0.0 0.0
H 1.196489 5.118352 1.239791 0.0 0.0 0.0
C 1.400386 -1.987829 -4.644984 0.0 0.0 0.0
Si 0.747065 -2.160302 -2.897974 0.0 0.0 0.0
C -0.794423 -3.200573 -2.982048 0.0 0.0 0.0
C 2.068880 -2.853756 -1.777358 0.0 0.0 0.0
As 0.265591 0.023022 -2.060493 0.1 0.0 0.0
Si 1.774808 1.429394 -3.240514 0.0 0.0 0.0
C 1.936884 3.086827 -2.374095 0.0 0.0 0.0
C 1.110778 1.756751 -4.958136 0.0 0.0 0.0
C 3.469517 0.621717 -3.302892 0.0 0.0 0.0
Si -1.918852 0.657315 -2.731540 0.0 0.0 0.0
C -2.299811 -0.052153 -4.415086 0.0 0.0 0.0
C -1.953514 2.543269 -2.802772 0.0 0.0 0.0
C -3.104771 0.040749 -1.440706 0.0 0.0 0.0
H 1.441717 -2.987925 -5.086449 0.0 0.0 0.0
H 2.401857 -1.561117 -4.694211 0.0 0.0 0.0
H 0.733364 -1.391809 -5.270544 0.0 0.0 0.0
H -0.499090 -4.254736 -2.984405 0.0 0.0 0.0
H -1.325071 -3.019288 -3.918260 0.0 0.0 0.0
H -1.483733 -3.040994 -2.155267 0.0 0.0 0.0
H 2.190003 -3.924356 -1.964375 0.0 0.0 0.0
H 1.811095 -2.720068 -0.727165 0.0 0.0 0.0
H 3.031894 -2.372490 -1.958024 0.0 0.0 0.0
H 1.025999 3.682125 -2.461248 0.0 0.0 0.0
H 2.737805 3.645834 -2.866430 0.0 0.0 0.0
H 2.204467 2.978827 -1.321507 0.0 0.0 0.0
H 0.092768 2.149039 -4.929792 0.0 0.0 0.0
H 1.115808 0.861480 -5.580505 0.0 0.0 0.0
H 1.740338 2.504449 -5.448606 0.0 0.0 0.0
H 3.513926 -0.297510 -2.720235 0.0 0.0 0.0
H 4.215980 1.304358 -2.891356 0.0 0.0 0.0
H 3.754104 0.392869 -4.331475 0.0 0.0 0.0
H -1.500106 0.133205 -5.133963 0.0 0.0 0.0
H -3.212716 0.405234 -4.806246 0.0 0.0 0.0
H -2.468278 -1.127307 -4.353040 0.0 0.0 0.0
H -1.109206 2.993615 -2.280223 0.0 0.0 0.0
H -2.875818 2.910939 -2.345593 0.0 0.0 0.0
H -1.934424 2.901247 -3.833789 0.0 0.0 0.0
H -3.135930 -1.049444 -1.427122 0.0 0.0 0.0
H -4.108390 0.421893 -1.651623 0.0 0.0 0.0
H -2.808064 0.381286 -0.446203 0.0 0.0 0.0
C 5.312902 0.754882 1.816902 0.0 0.0 0.0
N 4.376336 -0.335254 2.030891 0.0 0.0 0.0
C 4.559706 -1.361711 2.939509 0.0 0.0 0.0
C 3.467872 -2.152509 2.859108 0.0 0.0 0.0
N 2.642276 -1.614084 1.902751 -0.1 0.0 0.0
C 3.193531 -0.507245 1.406114 0.0 0.1 0.0
S 2.559813 0.535287 0.178525 0.1 0.0 -0.1
H 5.438407 1.317522 2.740415 0.0 0.0 0.0
H 4.915556 1.409689 1.046948 0.0 0.0 0.0
H 6.273045 0.357629 1.493429 0.0 0.0 0.0
H 5.442931 -1.427145 3.548938 0.0 0.0 0.0
H 3.205197 -3.048665 3.391555 0.0 0.0 0.0
H 1.696124 -2.021177 1.635859 0.1 0.0 0.0
```
Positions in Å, forces in eV/Å.

---

ORCA calculation (ωB97M-V/def2-TZVPD) on C29H48BF2N3P2PtS as an isolated structure.

Calculated values
ΔE to the lowest compared entry with this formula, charge and spin = 0.0 kJ/mol
Multiplicity = 1
LUMO energy = 0.670 eV

XYZ file:
```
87
Properties=species:S:1:pos:R:3:forces:R:3
Pt 1.062605 0.508360 0.916907 -0.4 -0.3 0.2
C 0.545502 4.471249 0.968936 0.0 0.0 0.0
C 0.457795 3.747836 2.313349 0.1 -0.1 -0.1
C -0.301996 4.573428 3.346136 0.0 0.0 0.0
P -0.160327 2.038468 2.000032 0.3 0.1 -0.1
C -0.843421 1.414659 3.591563 -0.2 0.2 -0.1
C -1.560744 0.085170 3.362611 0.0 0.0 0.1
C 0.187375 1.311449 4.705162 0.1 0.1 0.0
C -1.637252 2.126258 0.963900 0.1 -0.2 0.0
C -2.793606 2.790334 1.375958 -0.2 0.0 0.0
C -3.994077 2.667436 0.699486 0.1 0.1 0.1
C -5.229221 3.407998 1.133267 0.0 0.0 0.0
C -4.016184 1.801712 -0.396403 0.0 -0.1 -0.1
C -2.886797 1.135018 -0.817994 -0.1 0.0 0.0
C -1.644179 1.304971 -0.177147 -0.1 0.0 -0.1
N -0.501866 0.629840 -0.594938 0.2 0.2 0.1
C -0.218673 0.577755 -1.935810 0.0 0.1 -0.1
C -0.843428 1.455957 -2.863816 0.0 0.0 0.0
C -0.612267 1.420935 -4.218348 0.0 0.0 0.0
C 0.290549 0.522883 -4.785951 0.0 0.0 0.0
C 0.561881 0.479510 -6.265266 0.0 0.0 0.0
C 0.967620 -0.287096 -3.898677 0.0 0.0 -0.1
C 0.761630 -0.280599 -2.512059 0.1 0.0 0.0
P 1.924209 -1.346737 -1.650627 -0.2 0.2 -0.1
C 1.964923 -3.012181 -2.434285 0.0 0.0 0.1
C 0.536296 -3.554017 -2.524171 0.0 0.0 0.0
C 2.738423 -3.207759 -3.736274 0.0 0.0 0.0
C 3.568273 -0.519487 -1.699748 0.0 0.0 -0.1
C 4.639676 -1.418112 -1.085226 0.0 0.0 0.0
C 4.009918 0.065111 -3.039577 0.1 0.0 0.0
H 1.098143 5.405806 1.080235 0.0 0.0 0.0
H -0.451969 4.703930 0.591440 0.0 0.0 0.0
H 1.054477 3.858375 0.221530 0.0 0.0 0.0
H 1.478593 3.580847 2.671013 0.0 0.0 0.0
H -1.319307 4.786668 3.016552 0.0 0.0 0.0
H 0.198718 5.534640 3.479837 0.0 0.0 0.0
H -0.349727 4.084223 4.320951 0.0 0.1 -0.1
H -1.584269 2.170859 3.881825 0.0 -0.1 0.0
H -0.854618 -0.680678 3.035021 0.0 0.0 0.0
H -2.343853 0.165672 2.609235 0.0 0.0 0.0
H -2.017107 -0.245812 4.298344 0.0 0.0 0.0
H 0.901125 0.520112 4.495851 0.1 -0.1 0.0
H -0.314701 1.068994 5.643989 0.0 0.0 0.0
H 0.743422 2.240800 4.855295 0.0 -0.1 0.0
H -2.764617 3.396631 2.273980 0.0 0.0 0.0
H -5.097302 3.847829 2.122120 0.0 0.0 0.0
H -6.094837 2.744479 1.174495 0.0 0.0 0.0
H -5.471187 4.216596 0.439785 0.0 0.0 0.0
H -4.952338 1.634178 -0.919471 0.0 0.0 0.0
H -2.950582 0.458215 -1.660142 0.0 0.0 0.0
H -1.522668 2.203476 -2.482140 0.0 0.0 0.0
H -1.133274 2.128085 -4.855841 0.0 0.0 0.0
H -0.177556 1.063976 -6.813077 0.0 0.0 0.0
H 0.525462 -0.541750 -6.649747 0.0 0.0 0.0
H 1.547037 0.886665 -6.506546 0.0 0.0 0.0
H 1.719259 -0.955069 -4.302736 0.0 0.1 0.0
H 2.487731 -3.575492 -1.652432 0.0 0.0 0.0
H -0.035892 -3.007275 -3.276396 0.0 0.0 0.0
H 0.017198 -3.484916 -1.566751 0.0 0.0 0.0
H 0.568804 -4.604669 -2.819899 0.0 0.0 0.0
H 2.206122 -2.800538 -4.595385 0.0 0.0 0.0
H 2.850701 -4.279540 -3.911807 0.0 0.0 0.0
H 3.737896 -2.772853 -3.706093 -0.1 0.0 0.0
H 3.388555 0.318929 -1.014944 0.0 0.0 0.0
H 4.844153 -2.283411 -1.721211 0.0 0.0 0.0
H 4.342799 -1.775820 -0.100292 0.0 0.0 0.0
H 5.570144 -0.857654 -0.984159 0.0 0.0 0.0
H 4.241796 -0.708712 -3.775246 0.0 0.1 0.0
H 4.920964 0.645253 -2.878498 0.0 0.0 0.0
H 3.260974 0.732747 -3.460627 0.0 0.0 0.0
F 3.648607 1.476752 1.926096 -0.2 0.0 0.0
B 2.656287 0.575593 2.151711 0.2 0.1 -0.1
F 2.992243 -0.240592 3.167865 -0.2 -0.1 0.0
C -3.316403 -3.523164 1.185262 0.0 0.0 0.0
N -2.216435 -4.018007 1.990422 0.0 0.0 0.1
C -0.954428 -3.914612 1.572104 -0.1 0.1 -0.3
S 1.484662 -1.738919 0.249915 0.2 0.2 0.2
N -0.036676 -4.377022 2.427927 0.0 0.0 0.1
C -0.255563 -4.918430 3.758946 0.0 0.0 0.0
H -3.902453 -4.339077 0.754845 0.0 0.0 0.0
H -2.893070 -2.926573 0.381768 0.0 0.0 0.0
H -3.979634 -2.892945 1.780709 0.0 0.0 0.0
H -2.474978 -4.451342 2.870719 0.0 0.0 0.0
H 0.916086 -4.256672 2.136269 0.0 0.0 0.0
H -0.841792 -5.841273 3.728316 0.0 0.0 0.0
H -0.771529 -4.199797 4.402685 0.0 0.0 0.0
H 0.704168 -5.148068 4.215395 0.0 0.0 0.0
```
Positions in Å, forces in eV/Å.

---

Table of orbital gap (eV), in record order: 7.18; 7.27
Table of HOMO energy (eV), in record order: -10.3; -6.6
Table of calculated total energy (eV), in record order: -212099.15584; -74098.92129